Here is a gas-phase ion, CH6N3S (charge +1) from the OMol25 dataset. Energies are from the ωB97M-V functional and the def2-TZVPD basis.

The calculation puts the highest occupied orbital energy at -12.83 eV. The calculation puts the gap between HOMO and LUMO at 8.2 eV. Its total charge is +1. For the energy above the lowest of the compared OMol25 structures with the same formula, charge and spin, the calculation gives 53.0 kcal per mole.

Structure (XYZ):
```
11
Properties=species:S:1:pos:R:3:forces:R:3
C -0.100360 0.531504 0.889161 0.6 2.2 2.0
N 0.792947 -0.368075 1.431993 -0.8 -0.2 -2.6
N -0.606511 0.577370 -0.438875 1.2 -1.2 0.5
N -0.260105 -0.480659 -1.376403 -0.5 -3.1 3.6
S -0.566449 1.866660 1.721426 -0.4 -0.5 0.1
H 1.477821 -0.665835 0.754182 0.4 -0.5 0.3
H 1.196959 -0.091372 2.311993 -0.1 0.2 0.1
H -1.590940 0.838945 -0.342783 0.0 -0.4 -0.8
H 0.666924 -0.404504 -1.691523 2.5 0.4 0.4
H -0.648334 -0.244948 -2.225362 -2.5 0.1 -2.5
H -0.361953 -1.559086 -1.033808 -0.4 2.9 -1.1
```
Forces are in eV/Å.